{"formula": "C6H10N3O2S", "method": "ωB97M-V with the def2-TZVPD basis set", "symbols": ["C", "C", "C", "C", "C", "C", "N", "N", "N", "O", "O", "S", "H", "H", "H", "H", "H", "H", "H", "H", "H", "H"], "coordinates": [[0.97577, 2.71066, -0.53470], [2.27182, 1.03953, 0.02676], [0.00320, 1.64969, -0.50078], [-1.05834, -1.02367, 1.31236], [0.71423, -0.58519, -1.10639], [0.34298, -0.24255, 1.22315], [2.15328, 2.37298, -0.20969], [-1.27925, 2.07849, 0.25893], [0.75700, 0.40485, -0.11580], [-1.11984, 2.11684, 1.47270], [-2.20182, 2.31576, -0.43518], [3.43751, 0.07654, 0.52654], [0.74791, 3.75796, -0.66976], [-0.69816, 1.21397, -1.82946], [-1.19810, -1.65727, 0.48776], [-1.06474, -1.65378, 2.19252], [-1.83846, -0.18426, 1.56184], [1.09068, -0.07161, -2.00432], [1.24914, -1.58272, -0.91138], [-0.25662, -0.81642, -1.50417], [1.04635, -0.95654, 1.42639], [0.29425, 0.51848, 1.99219]], "atomic_forces_ev_per_a": [[0.4872, 0.9647, 0.3830], [-0.0829, -1.6582, 1.0700], [-3.5879, -3.0314, -4.4663], [0.2838, 3.9076, 1.1005], [1.1596, -2.1597, -3.8502], [-3.0162, 0.5551, 0.5026], [0.9375, 0.0913, -0.3003], [2.5505, -1.1563, 1.0474], [-0.8755, 1.6702, 3.3971], [-0.8998, 0.5571, -0.9293], [-1.2906, 0.5248, 0.0998], [-0.4253, 0.7905, -0.5404], [-0.2784, 0.0543, -0.2853], [2.3218, 1.8047, 3.6977], [-0.7556, -0.5219, -1.2448], [0.4709, -0.0239, 0.2641], [0.9272, -2.0484, -1.0973], [0.7371, -0.6950, 0.0235], [-0.4993, 1.9275, 0.1291], [-0.9696, -0.2134, 0.8038], [2.2914, -1.4077, 0.2991], [0.5140, 0.0683, -0.1038]], "nbo_charge": [0.114, 0.128, 0.007, -0.632, -0.450, -0.217, -0.372, 0.527, -0.340, -0.351, -0.260, 0.330, 0.260, 0.306, 0.221, 0.258, 0.235, 0.231, 0.280, 0.246, 0.226, 0.252], "total_energy_ha": -947.0368, "e_homo_ev": -14.27, "largest_force_ev_per_a": 6.482, "charge": 1, "multiplicity": 1}



{"formula": "C6H10N3O2S", "method": "ωB97M-V with the def2-TZVPD basis set", "symbols": ["O", "C", "N", "N", "C", "O", "N", "C", "C", "C", "C", "S", "H", "H", "H", "H", "H", "H", "H", "H", "H", "H"], "coordinates": [[-5.93166, 0.06831, 0.43623], [-4.79520, -0.08437, 0.26170], [-4.06325, -1.20612, 0.67267], [-2.93024, -1.32183, 0.34927], [-2.41540, -0.12521, -0.41303], [-1.93901, -0.53704, -1.68764], [-1.00747, 0.15035, 0.49017], [-0.16382, 1.33600, 0.20630], [0.94790, 0.81360, -0.61665], [1.25682, -0.48378, 0.23790], [-0.17458, -1.01710, 0.47739], [-3.61553, 1.19082, -0.45595], [-2.40396, -1.21623, -2.14044], [-1.41930, 0.41307, 1.41616], [0.33471, 1.73806, 1.12208], [-0.54750, 2.22040, -0.35911], [1.80193, 1.47262, -0.59924], [0.71422, 0.42207, -1.63844], [1.71189, -1.32840, -0.24486], [1.74972, -0.33945, 1.26567], [-0.62758, -1.72842, -0.28776], [-0.26906, -1.61619, 1.43683]], "atomic_forces_ev_per_a": [[-1.0397, 0.0471, -0.0519], [0.4142, 2.6159, -0.3759], [-2.0002, -2.6277, 1.4667], [2.1471, 0.7025, -0.7738], [2.2704, -0.3350, -1.7779], [1.0531, 2.2008, 2.3865], [-4.4217, 2.3692, 0.6582], [1.0415, 2.4919, -1.5251], [1.7747, -3.0530, 0.2778], [-0.7079, -0.4315, 0.8202], [0.5043, -3.0756, 0.9096], [0.1866, -0.9556, 0.4442], [-1.1627, -1.1095, -0.2131], [0.2301, -0.9171, -0.7073], [-1.0165, -0.5605, -0.2545], [-1.0032, -0.9408, 0.8297], [0.1167, 0.2669, -0.3571], [-0.0851, 0.9027, 0.7371], [0.9716, 0.1277, -0.4746], [-0.5542, 0.2175, -1.6841], [1.2322, 1.0688, 0.6347], [0.0488, 0.9954, -0.9694]], "nbo_charge": [-0.369, 0.512, -0.099, -0.081, 0.339, -0.715, -0.395, -0.265, -0.425, -0.418, -0.263, 0.224, 0.520, 0.449, 0.244, 0.266, 0.254, 0.241, 0.246, 0.228, 0.254, 0.253], "total_energy_ha": -947.2085, "e_homo_ev": -14.35, "largest_force_ev_per_a": 5.059, "smiles": "O=C1N=N[C@](O)([NH+]2CCCC2)S1", "charge": 1, "multiplicity": 1}



{"formula": "C6H10N3O4", "method": "ωB97M-V with the def2-TZVPD basis set", "symbols": ["C", "C", "O", "C", "C", "O", "N", "C", "N", "N", "C", "O", "O", "H", "H", "H", "H", "H", "H", "H", "H", "H", "H"], "coordinates": [[-3.02327, 0.59895, 0.65229], [-2.17899, 0.56166, -0.56165], [-1.16033, 1.59968, -0.41569], [0.07140, 1.26335, -0.72812], [1.22683, 1.49552, 0.03541], [1.49301, 2.42379, 1.00743], [2.02392, 0.32203, 0.05210], [1.73200, -0.96646, -0.12751], [2.79901, -1.77009, -0.22943], [0.51774, -1.64766, -0.20467], [-0.86137, -1.41757, 0.03587], [-1.44884, -1.99733, 0.93096], [-1.39319, -0.59344, -0.86990], [-4.12569, 0.62330, 0.64103], [-2.70636, 1.49966, 1.15874], [-2.85769, -0.17952, 1.30930], [-2.80654, 0.79268, -1.49899], [0.34735, 0.74765, -1.61873], [2.04611, 3.12358, 0.65841], [3.12265, 0.37670, 0.21521], [2.71081, -2.76509, -0.33733], [3.73511, -1.39764, -0.02310], [0.73632, -2.69374, -0.08164]], "atomic_forces_ev_per_a": [[-0.9288, 1.3481, 0.6473], [-0.6011, 0.6885, -2.3566], [-0.9301, 1.0847, 0.0117], [3.1983, 0.7331, 1.8060], [-2.4971, -0.4564, -0.4673], [-0.5563, -1.4000, -0.0706], [3.7043, 0.1181, 0.1790], [-1.2506, -0.5652, -0.0878], [0.8589, 0.2448, 0.2020], [2.5080, -2.1026, 0.1937], [-1.8055, 0.1438, 2.0582], [1.3793, 0.9075, -1.9422], [-0.4935, -0.7082, -0.1586], [0.4819, 0.1342, -1.1636], [-0.1193, 0.2884, 0.3170], [0.8577, -1.7381, 1.3131], [1.3361, -0.5487, 1.2000], [-0.5440, -0.8209, -0.5574], [0.0286, 0.3683, -0.2598], [-3.0564, 0.6665, -0.5204], [0.0664, -0.0341, 0.0527], [-0.7924, -0.5460, -0.3491], [-0.8444, 2.1943, -0.0475]], "nbo_charge": [-0.707, 0.399, -0.497, 0.116, 0.338, -0.667, -0.545, 0.696, -0.757, -0.644, 0.905, -0.502, -0.512, 0.260, 0.259, 0.256, 0.213, 0.193, 0.506, 0.407, 0.426, 0.423, 0.434], "total_energy_ha": -699.5255, "e_homo_ev": -12.33, "largest_force_ev_per_a": 3.745, "smiles": "C[C@H]1O/C=C(\\O)NC(=[NH2+])NC(=O)O1", "charge": 1, "multiplicity": 1}



{"formula": "C6H10N5O", "method": "ωB97M-V with the def2-TZVPD basis set", "symbols": ["H", "N", "N", "C", "C", "N", "C", "C", "O", "N", "C", "C", "N", "H", "H", "H", "H", "H", "H", "H", "H", "H"], "coordinates": [[-3.92577, 4.28237, -0.41502], [-3.83719, 3.36296, -0.68429], [-2.66618, 3.02900, -0.50075], [-2.24138, 1.76513, -0.84519], [-2.35646, 1.12442, -2.02950], [-1.46971, 0.08924, -2.06360], [-0.77601, 0.18295, -0.95472], [0.57214, -0.56660, -0.94161], [1.09992, -0.69629, -1.99691], [1.10030, -0.94151, 0.21562], [2.19328, -1.86822, 0.21930], [0.59650, -0.76627, 1.54705], [-1.24045, 1.14113, -0.16646], [-3.11030, 1.29971, -2.76637], [-1.23159, -0.49088, -2.88939], [1.76986, -2.91104, 0.55375], [2.60429, -2.01828, -0.71420], [3.01915, -1.49096, 0.79594], [1.29713, -0.30369, 2.14056], [-0.31094, -0.31371, 1.56677], [0.51514, -1.90808, 1.91128], [-0.66605, 1.41817, 0.55792]], "atomic_forces_ev_per_a": [[-0.1926, 3.0469, 0.8428], [0.2591, -3.7768, -1.2771], [0.0755, 1.4204, 1.4161], [-0.5905, 0.2505, -1.1022], [-1.7979, -0.0807, -0.4613], [-0.2734, 0.6579, -0.5895], [2.2299, -1.9709, 0.1789], [-0.8269, 0.8666, 1.9313], [0.3259, -0.4989, -2.3959], [0.1666, 0.1103, 0.2761], [-0.7428, -2.0587, 1.2038], [0.4285, -5.2803, -0.5995], [-0.0229, -1.2135, -2.0857], [-0.0283, 0.0825, -0.4005], [-0.0014, 0.4493, 0.9660], [1.1009, 1.9150, -0.1850], [0.4908, -0.1455, -2.2519], [0.0932, -0.1408, 0.8509], [1.5493, 1.2022, 1.4073], [-2.7033, 1.1853, 0.3012], [-0.2918, 2.6955, -0.0999], [0.7520, 1.2838, 2.0739]], "nbo_charge": [0.338, -0.225, -0.152, 0.220, -0.037, -0.434, 0.366, 0.630, -0.561, -0.392, -0.419, -0.395, -0.442, 0.265, 0.488, 0.210, 0.245, 0.223, 0.219, 0.186, 0.218, 0.450], "total_energy_ha": -583.3325, "e_homo_ev": -13.41, "largest_force_ev_per_a": 5.332, "smiles": "[H]/N=N/c1c[nH]c(C(=O)N(C)C)[nH+]1", "charge": 1, "multiplicity": 1}



{"formula": "C6H10NO", "method": "ωB97M-V with the def2-TZVPD basis set", "symbols": ["C", "C", "C", "C", "C", "C", "N", "O", "H", "H", "H", "H", "H", "H", "H", "H", "H", "H"], "coordinates": [[3.09123, 1.13055, 0.74236], [2.24581, 0.64749, 0.00560], [-1.43009, -0.22994, 0.52306], [-0.26666, -1.15642, 0.35984], [1.18668, 0.43418, -0.92207], [-1.11242, 1.28802, 0.27147], [0.53597, -0.88782, -0.89221], [-1.74301, 1.76382, -0.74556], [3.74529, 1.38930, 1.55780], [-2.31455, -0.48522, -0.19778], [-1.82464, -0.32308, 1.64449], [0.23701, -1.14681, 1.27826], [-0.66469, -2.25143, 0.11188], [1.18571, 1.02096, -1.85707], [-0.76240, 1.91944, 1.07582], [1.12817, -1.79597, -1.17060], [-0.24639, -0.83676, -1.73394], [-1.71928, 2.77498, -0.79021]], "atomic_forces_ev_per_a": [[-0.7742, -1.0521, -0.0090], [0.2002, 0.8911, 0.0817], [-2.5247, 1.7842, 0.4034], [-1.9217, -3.2699, -1.9738], [-0.0622, 0.8022, 1.1373], [1.4217, -3.2377, 0.4968], [-1.4620, -0.8583, -3.2631], [-0.9557, 2.8379, -1.0787], [-0.0681, 0.0915, -0.5313], [1.5570, 0.4179, 1.3321], [0.7596, 0.0615, -2.4348], [1.8011, -0.1724, 0.6876], [0.7218, 2.1473, 1.1465], [-0.1717, -0.8586, 0.4753], [0.1689, 0.1583, -0.0506], [-1.1012, 2.4088, 0.9359], [2.3919, -0.2876, 2.5829], [0.0191, -1.8641, 0.0618]], "nbo_charge": [-0.131, -0.157, -0.521, -0.216, -0.242, 0.295, -0.556, -0.619, 0.257, 0.249, 0.281, 0.247, 0.229, 0.251, 0.204, 0.451, 0.453, 0.525], "total_energy_ha": -364.1531, "e_homo_ev": [-11.84, -11.16], "largest_force_ev_per_a": 4.276, "charge": 1, "multiplicity": 1}



{"formula": "C6H10NO", "method": "ωB97M-V with the def2-TZVPD basis set", "symbols": ["C", "C", "C", "C", "C", "C", "N", "O", "H", "H", "H", "H", "H", "H", "H", "H", "H", "H"], "coordinates": [[1.10108, 2.78436, 1.50176], [0.57414, 1.57879, 1.63127], [-0.00936, 0.58795, 2.26950], [0.84777, 2.21426, 0.21499], [-0.40492, -2.30672, -0.12727], [-0.46142, -0.67646, -1.93626], [-0.88202, -1.13081, -0.63611], [-0.41915, -0.33935, 2.83414], [1.39932, 3.62356, 2.05823], [-0.07685, 2.55467, -0.32949], [1.66556, 1.72343, -0.34612], [-1.13498, -2.96813, 0.17955], [0.19696, -3.01957, -0.76066], [0.24091, -2.12115, 0.80389], [0.02897, -1.45491, -2.50751], [-1.13320, -0.19470, -2.53328], [0.30915, 0.14477, -1.80347], [-1.84195, -0.99997, -0.51315]], "atomic_forces_ev_per_a": [[-0.4149, -1.0087, 0.5413], [0.5456, 1.6756, -1.4367], [-1.4805, -4.4405, 2.7710], [-0.8593, -0.7586, -1.1640], [3.8352, -2.1629, 1.8729], [3.7167, 0.3969, 1.4946], [-0.4047, 2.5552, -1.5217], [1.1526, 3.2939, -2.0004], [0.4009, 0.9652, 0.5976], [1.2010, -0.3512, 0.3378], [-0.5918, 0.4967, 0.1889], [-2.0223, -1.1581, 0.9444], [-0.2562, 1.3230, -0.0679], [-0.4762, -0.4823, -1.0429], [-0.0019, -0.2613, -0.1581], [-2.5892, 0.8188, -1.2954], [-0.2254, -0.8219, -0.2119], [-1.5296, -0.0800, 0.1505]], "nbo_charge": [0.165, -0.344, 0.901, -0.309, -0.406, -0.394, -0.665, -0.241, 0.273, 0.266, 0.271, 0.208, 0.208, 0.143, 0.202, 0.209, 0.141, 0.374], "total_energy_ha": -364.1617, "e_homo_ev": -11.83, "largest_force_ev_per_a": 5.440, "charge": 1, "multiplicity": 1}